DFT (ωB97M-V/def2-TZVPD) results for C55H75N3O5SSiW as an isolated structure in a non-equilibrium geometry.

```
141
C55H75N3O5SSiW ωB97M-V/def2-TZVPD
H 2.019 -4.996 3.906
H 3.971 2.932 1.312
S 1.743 1.410 -0.587
H -1.467 4.625 -7.620
Si 2.864 -0.861 4.186
N 1.342 0.112 -2.843
C -1.136 2.773 1.389
C -0.630 3.883 -3.281
O -1.329 1.172 -1.006
C 0.703 -0.207 2.230
H 2.720 -2.481 6.101
C -2.583 0.080 -3.501
C -0.420 3.941 -5.840
H -0.627 1.253 4.414
H 3.708 2.462 2.990
H -2.597 -6.702 -3.635
H 3.591 5.284 4.215
C -1.080 1.142 3.427
H -0.931 -5.660 -5.056
H 2.916 -1.474 0.560
H -0.762 -5.668 3.151
C 1.370 -0.965 -3.810
H 1.651 0.638 5.790
H 2.450 3.996 4.593
C 3.121 5.544 1.580
C -0.818 -0.296 2.872
C 0.556 -2.296 -0.184
H 4.354 -2.114 5.575
H 3.043 1.481 5.100
C 3.346 -2.352 5.217
W -0.440 0.586 0.647
H -2.168 4.071 -0.624
C 0.387 -3.579 5.623
H 1.304 2.366 3.689
C 0.826 4.051 0.806
H 0.956 -1.887 -3.388
C -3.423 -2.376 0.844
C -2.964 -2.379 -0.608
H -2.605 4.858 1.773
H 1.140 5.222 -5.007
H 4.025 6.014 1.975
O -2.360 0.284 1.228
C -0.919 3.228 -2.089
C -1.137 -4.683 -4.613
C -1.943 -0.742 1.990
H -0.364 -1.132 4.852
C 2.762 4.338 2.452
C -3.108 -1.249 -1.424
H 1.325 4.719 0.116
H 4.363 -1.820 -0.424
H 0.100 2.093 -6.884
H -2.736 3.769 3.178
C -2.472 -1.169 -2.655
H -0.784 5.063 -1.036
C -2.331 -2.011 1.841
C -0.766 3.258 -4.517
H -1.873 -4.049 2.397
H -2.403 4.790 -6.124
C 1.220 -0.926 3.262
H 1.852 5.552 4.015
H -1.579 1.518 -5.471
C 0.242 5.303 -5.625
H -2.152 1.308 3.501
H -0.629 -5.736 -1.367
H 2.691 -1.755 -2.039
C -0.409 -5.591 -2.426
N 2.823 -0.926 -1.476
C -0.165 -1.350 3.793
C -1.643 1.279 -3.359
C -2.376 -3.507 -1.168
H -1.516 -2.283 -4.188
C 3.560 -1.108 -0.241
C -0.423 3.603 0.468
H 5.188 -0.311 3.729
H -2.549 -0.217 -4.552
H -0.560 -3.514 6.166
C -0.597 -2.785 3.461
C -0.452 2.192 2.485
H 0.535 5.723 -6.590
H -0.313 4.918 -3.225
O -3.909 -0.201 -1.042
C -1.275 1.872 -2.132
C -1.589 -3.021 2.592
H -4.082 3.891 2.018
H -3.585 0.489 -3.339
C 2.688 0.515 5.462
H -5.490 -0.451 -2.373
H -5.846 0.341 -0.816
H 4.187 0.306 2.415
H 2.079 -3.315 3.343
C -1.328 1.983 -4.521
H 0.630 0.821 -2.930
O 1.132 -3.343 -0.171
H 0.840 3.543 -7.566
H 0.522 -5.026 -2.481
H -4.240 -1.665 0.958
H 0.899 -2.625 5.736
C 0.132 -3.936 4.156
H -0.438 6.013 -5.150
C -2.796 -5.758 -3.120
H 1.233 -4.515 2.384
C 1.989 0.085 -1.692
H 3.981 -0.156 0.046
H 2.389 -1.141 -4.164
C 1.449 -4.204 3.408
H 1.458 2.860 -6.053
N 0.017 -1.239 -0.234
H 3.397 -3.306 4.689
C 4.329 -0.534 3.087
H 2.329 6.297 1.572
C -0.669 -5.244 4.152
H -0.147 -5.982 4.767
C -1.546 -4.865 -3.150
O -2.510 2.822 1.338
C 0.551 3.054 -6.632
H -2.200 3.203 -6.870
C 1.441 3.695 2.021
H -0.252 -6.572 -2.884
H 4.578 -1.420 2.498
H -5.596 -1.419 -0.890
C -1.887 -2.324 -3.170
H -3.095 -5.990 -2.096
H 1.002 -4.344 6.104
H 4.845 3.763 2.619
H 3.282 0.263 6.345
C -1.699 4.150 -6.662
H -3.812 -3.367 1.097
H 0.759 -0.672 -4.661
H -0.229 -4.082 -4.709
H -1.925 -4.209 -5.201
C -5.281 -0.455 -1.298
H -2.337 -4.414 -0.571
C -1.093 4.040 -0.814
H -1.670 -5.103 4.564
C -1.900 -3.531 -2.481
C 2.653 4.817 3.905
H 3.331 5.253 0.549
C -3.000 3.899 2.123
C 3.890 3.311 2.334
C 0.826 2.732 2.790
H -3.640 -5.267 -3.612
```

expectation value of S²	2.026
orbital gap (alpha / beta)	6.906 / 6.268	eV
HOMO level (alpha / beta)	-0.24235 / -0.24404	hartree
energy relative to the best compared isomer or geometry (same formula, charge and spin)	0.0	kcal per mole
2S+1	3
LUMO energy (alpha / beta)	0.011 / -0.014	Ha

=====

DFT (ωB97M-V/def2-TZVPD) results for one molecule with the formula C20H21N5O3 in a non-equilibrium geometry.

```
49
C20H21N5O3 ωB97M-V/def2-TZVPD
C 1.839 -1.189 1.107
O 5.051 -1.722 -0.035
C -1.531 3.397 0.089
H 4.829 1.154 -1.550
C -0.456 2.522 0.340
H -4.225 -3.114 -0.967
C 5.004 0.141 -1.252
C 5.614 -1.991 -1.227
H -2.643 -2.574 -1.538
H 3.357 -2.561 1.202
C 0.866 3.056 0.414
C -3.458 -2.346 -0.850
C -2.936 -2.380 0.591
N -1.789 -1.531 0.769
H -1.907 -0.530 0.674
C 0.337 0.448 0.732
H 1.698 -3.140 1.284
O -0.240 -3.188 1.000
H -3.731 -2.058 1.271
H -2.623 -3.395 0.850
N 2.549 -0.014 1.039
C 0.478 -0.946 0.938
H -6.617 -1.177 -1.566
H 5.970 -2.989 -1.385
H 2.067 4.819 0.301
C 1.059 4.437 0.239
H -2.136 5.403 -0.267
C 4.684 -0.416 -0.051
H 5.995 -0.805 -3.013
O -5.061 -0.526 -0.363
H 0.144 6.320 -0.135
C -6.286 -1.196 -0.520
H -3.252 -0.211 -1.138
H 4.171 1.213 1.220
N -0.715 1.202 0.501
H -4.392 -0.996 -2.258
C 1.668 1.007 0.797
C -4.032 -0.972 -1.218
N 2.380 -2.386 1.368
H -6.236 -2.238 -0.185
N 1.951 2.266 0.647
C -0.008 5.259 -0.001
H -7.008 -0.661 0.095
C 3.984 0.140 1.146
H -2.523 2.975 0.038
H 4.336 -0.365 2.052
C -1.308 4.736 -0.076
C -0.532 -1.995 0.906
C 5.613 -0.885 -2.017
```

orbital gap	7.845	eV
SMILES	COCCCNC(=O)c1c(N)n(Cc2ccco2)c2nc3ccccc3nc12
HOMO level	-0.28348	hartree
energy relative to the best compared isomer or geometry (same formula, charge and spin)	22.5	kcal per mole
LUMO energy	0.005	Ha

=====

DFT (ωB97M-V/def2-TZVPD) results for a 2-piece molecular cluster, C11H18NO2 overall in a non-equilibrium geometry.

```
32
C11H18NO2 ωB97M-V/def2-TZVPD
C 0.113 -1.416 4.082
C 2.999 0.301 -2.247
H -0.957 -1.205 4.187
C 0.754 0.117 -1.430
H 0.563 -1.326 5.075
H 0.170 1.364 0.522
H 0.001 -1.365 1.278
H 1.656 0.845 1.091
H -2.903 2.801 -2.224
H 3.621 1.199 -2.336
H -1.114 -1.800 -1.649
H -3.539 -1.442 -2.241
O 1.609 0.754 -2.223
C -3.376 0.705 -2.267
C -1.150 1.610 -1.934
C -2.510 1.798 -2.135
H 3.163 -0.341 -3.131
H -0.467 2.453 -1.826
H 3.262 -0.232 -1.317
H -0.916 0.023 1.898
C 0.793 -0.503 3.098
H 2.606 -0.458 2.327
H 1.102 -0.835 -1.013
C -1.525 -0.807 -1.846
H 0.821 0.508 3.541
H 0.223 -2.466 3.783
C -0.661 0.297 -1.734
C -2.877 -0.590 -2.127
C 0.090 -0.359 1.705
H -4.414 0.861 -2.573
O 2.108 -1.004 2.966
N 0.755 0.513 0.699
```

orbital gap	9.076	eV
HOMO level	-0.48728	hartree
charge	+1
energy relative to the best compared isomer or geometry (same formula, charge and spin)	28.1	kcal per mole
LUMO energy	-0.154	Ha

=====

DFT (ωB97M-V/def2-TZVPD) results for a 9-piece molecular cluster, C16H34Cl16N2O2P overall.

```
71
C16H34Cl16N2O2P ωB97M-V/def2-TZVPD
H 2.459 5.306 -0.670
C 3.082 -4.069 -1.040
Cl 3.010 -8.997 -2.937
H 3.539 -3.086 -1.005
C -1.654 2.551 6.180
H 4.738 -8.038 -1.668
H 3.323 1.313 -1.548
Cl 4.338 -5.265 -1.409
H 0.828 1.094 -1.373
H -4.248 -0.128 4.688
N 0.261 3.545 0.101
Cl -0.206 1.558 6.388
Cl -2.932 2.079 7.330
H -2.024 2.425 5.171
C -3.200 -0.307 4.481
H 1.561 6.471 -1.598
H -1.973 -2.112 -5.869
H -1.754 5.113 -1.970
H 0.983 -10.526 2.192
C 2.027 -10.520 1.903
C -2.520 1.472 -1.130
H 2.644 -4.324 -0.083
Cl -2.659 0.832 3.256
H 3.820 -9.257 -0.753
C 4.275 -9.016 -1.705
C 1.426 1.436 -0.525
H 2.790 -0.823 -1.882
Cl -1.377 1.682 -2.466
H 0.815 2.441 1.798
H 1.040 7.614 0.731
Cl 1.798 -4.050 -2.253
H -2.636 0.409 -0.950
H 1.002 1.035 0.400
H -3.113 -0.805 -6.289
H 2.660 -10.860 2.713
C -0.667 5.038 -2.007
H -5.854 0.085 -1.262
H -0.395 4.078 -2.444
Cl 5.527 -10.220 -2.055
C 1.470 2.960 -0.491
C -1.103 3.283 2.247
H -1.397 3.586 6.361
Cl -4.112 2.146 -1.551
H 2.369 3.266 0.071
O -1.086 3.491 3.480
H 3.437 1.085 0.185
C -6.678 -0.588 -1.467
H -2.140 1.996 -0.245
Cl -3.026 -1.206 -3.982
Cl -3.035 -2.011 3.976
Cl 2.240 -11.613 0.530
C -2.338 -1.127 -5.604
H -7.623 -0.155 -1.165
H -0.275 5.860 -2.611
Cl -0.988 0.011 -5.723
Cl -6.731 -0.879 -3.212
C 1.615 5.998 -0.612
O -2.066 2.960 1.532
C 1.944 7.082 0.434
Cl 2.482 -8.860 1.501
N 2.842 -0.623 -0.888
H 2.630 7.819 0.001
C 2.828 0.838 -0.693
P -0.037 5.206 -0.282
H 0.816 4.200 2.069
Cl -6.431 -2.081 -0.550
H 2.422 6.656 1.318
C 0.290 3.372 1.577
H -2.608 -0.175 5.379
H 1.975 -0.997 -0.510
H 1.582 3.327 -1.517
```

orbital gap	7.177	eV
HOMO level	-0.19884	hartree
charge	-1
LUMO energy	0.065	Ha

=====

DFT (ωB97M-V/def2-TZVPD) results for BF5H30NiO15 as an isolated structure in a non-equilibrium geometry.

```
52
BF5H30NiO15 ωB97M-V/def2-TZVPD
H 0.924 2.963 0.870
H 3.402 -0.423 0.314
H 0.222 -2.759 -2.105
F 0.049 0.792 1.081
O 2.170 2.207 -1.279
H -4.428 0.530 -1.577
H 1.077 1.800 4.179
H -3.840 -2.293 -2.028
H -1.985 3.832 -0.434
F 0.331 0.197 -1.076
O 3.115 -1.227 -0.109
H 0.802 4.496 0.350
H 0.434 1.726 -3.597
O -0.883 -1.947 -3.095
H 2.729 -0.862 -1.885
H -2.245 -2.259 -1.979
Ni -3.304 -0.971 0.374
O -3.692 0.759 -0.936
O 0.686 -3.276 -1.420
O -1.415 3.073 -0.170
H -3.289 -2.931 2.192
O 2.683 -0.805 -2.840
H 3.884 0.116 2.506
O -2.960 -2.644 1.366
H 1.940 2.843 -0.538
O 1.064 1.206 -4.118
H -0.201 -1.701 3.556
H -2.152 -3.191 1.328
H 1.456 1.558 -1.195
H -1.778 0.095 2.896
O 0.218 -2.522 3.308
H 3.508 -0.462 -3.124
H 2.696 1.168 2.195
H 0.322 -2.528 2.367
H -0.477 0.518 2.818
H -1.200 -1.001 -3.099
O 3.577 0.869 1.892
H 2.237 -1.316 0.274
F 0.650 -1.374 0.616
H -1.050 3.386 0.685
F -3.214 0.088 1.876
O -3.053 -2.135 -1.469
H 1.578 0.691 -3.498
O 1.443 3.776 0.636
F -1.295 -0.609 0.045
O -0.985 0.036 3.436
H -0.966 -2.138 -4.053
O 1.300 1.970 3.285
B -0.057 -0.229 0.181
H -2.915 0.805 -1.484
H 1.887 2.727 3.304
H 1.001 -2.623 -0.821
```

expectation value of S²	2.003
orbital gap (alpha / beta)	8.010 / 7.426	eV
HOMO level (alpha / beta)	-0.34911 / -0.34911	hartree
energy relative to the best compared isomer or geometry (same formula, charge and spin)	16.0	kcal per mole
2S+1	3
LUMO energy (alpha / beta)	-0.055 / -0.076	Ha

=====

DFT (ωB97M-V/def2-TZVPD) results for a 5-piece molecular cluster, CH14NO4 overall in a non-equilibrium geometry.

```
20
CH14NO4 ωB97M-V/def2-TZVPD
H -1.228 -3.518 -0.550
H -0.135 2.753 1.044
H 1.742 -0.557 1.395
O -1.780 -2.693 -0.367
O -0.012 -1.452 -2.651
H -0.511 -1.091 0.378
H -0.063 -0.960 -1.055
H 1.994 -1.902 0.038
H -2.364 -2.988 0.371
N 0.211 -0.509 -0.090
H 0.045 0.483 -0.137
H 2.188 -0.135 -0.350
H -2.119 3.759 1.889
H -0.885 4.197 2.611
H -0.474 -1.528 -3.546
O -1.326 3.505 2.229
H 0.919 -1.165 -2.893
H 1.437 2.565 0.533
O 0.630 2.050 0.859
C 1.731 -0.814 0.291
```

expectation value of S²	0.756
orbital gap (alpha / beta)	11.653 / 2.818	eV
HOMO level (alpha / beta)	-0.70242 / -0.67266	hartree
charge	+2
energy relative to the best compared isomer or geometry (same formula, charge and spin)	31.5	kcal per mole
2S+1	2
LUMO energy (alpha / beta)	-0.274 / -0.569	Ha

=====

DFT (ωB97M-V/def2-TZVPD) results for CN3O9S as an isolated structure in a non-equilibrium geometry.

```
14
CN3O9S ωB97M-V/def2-TZVPD
O -0.134 -0.649 -1.992
S 1.664 0.597 -0.298
O -2.439 0.489 -0.669
O -1.527 2.164 0.311
N -0.140 -0.458 1.467
N -1.597 1.091 -0.171
O -0.771 0.200 2.290
O 2.077 1.241 0.951
O 2.291 -0.645 -0.649
O -0.099 -2.210 -0.614
O 1.414 1.465 -1.370
N -0.108 -1.018 -0.850
C -0.109 -0.054 0.121
O 0.483 -1.425 1.727
```

orbital gap	8.762	eV
HOMO level	-0.24207	hartree
charge	-1
energy relative to the best compared isomer or geometry (same formula, charge and spin)	15.1	kcal per mole
LUMO energy	0.080	Ha